# 1
A molecular structure, C19H11CaCl5N3, computed with wB97M-V/def2-TZVPD.

XYZ file:
```
39
Properties=species:S:1:pos:R:3:nbo_charge:R:1
Ca -0.8232 0.4888 -1.8926 1.721
Cl -3.4347 3.4059 -1.5637 -0.064
C -1.7376 3.9233 -1.7789 -0.045
C -0.8440 2.9940 -2.2488 -0.494
C 0.4610 3.4164 -2.2897 -0.044
Cl 1.6908 2.1969 -2.7628 -0.060
C 0.8904 4.6960 -1.9554 -0.107
Cl 2.5523 5.1530 -2.0612 0.028
C -0.0671 5.6111 -1.5208 -0.092
Cl 0.4076 7.2173 -1.0974 0.026
C -1.4013 5.2223 -1.4142 -0.108
Cl -2.5821 6.3413 -0.8258 0.021
N -0.5956 -1.5361 -2.4754 -1.291
C -0.4582 -2.4735 -1.5707 0.156
C -1.2218 -2.5196 -0.3241 -0.393
C -1.0260 -3.4564 0.6709 -0.202
C -0.0822 -4.4779 0.5538 -0.408
C 0.6219 -4.5336 -0.6609 -0.229
C 0.4310 -3.6206 -1.6701 -0.302
H -2.0180 -1.7819 -0.1906 0.156
H -1.6393 -3.3883 1.5683 0.177
H 0.0583 -5.2157 1.3331 0.185
H 1.3331 -5.3415 -0.8226 0.180
H 0.9903 -3.7025 -2.5987 0.183
N -0.8636 0.5788 2.6420 -0.526
C -1.1191 1.2405 1.4887 0.227
N -0.3128 0.9140 0.5160 -0.595
C 0.5283 -0.0712 1.0602 0.148
C 1.4791 -0.8710 0.4210 -0.206
C 2.0765 -1.8573 1.1671 -0.189
C 1.7566 -2.0424 2.5270 -0.186
C 0.8163 -1.2653 3.1648 -0.250
C 0.1954 -0.2883 2.3878 0.077
H -1.3867 0.6685 3.4927 0.416
H -1.9078 1.9755 1.4140 0.207
H 1.6840 -0.7728 -0.6389 0.237
H 2.7636 -2.5410 0.6894 0.226
H 2.2361 -2.8475 3.0676 0.210
H 0.5483 -1.4392 4.1988 0.208
```

## Properties
relative energy (zero: lowest compared OMol25 entry of this formula, charge and spin)	0.000	eV
frontier orbital gap	4.45	eV
total charge	-1
E_tot	-3873.5236	hartree
max |F|	0.57	eV Å⁻¹
LUMO	2.29	eV

# 2
A molecular structure, C19H12BeClIN3O, computed with wB97M-V/def2-TZVPD.

XYZ file:
```
38
Properties=species:S:1:pos:R:3:nbo_charge:R:1
Be -0.1990 -0.6118 -0.2398 1.672
C 3.2372 -1.7194 -2.0313 -0.234
C 3.9722 -2.0759 -0.9128 -0.113
C 3.3843 -2.0232 0.3441 -0.211
C 2.0701 -1.6121 0.4339 0.178
N 1.3650 -1.2581 -0.6527 -0.624
C 1.9268 -1.3097 -1.8603 0.102
C 1.2662 -1.5152 1.6817 0.182
C 1.6655 -1.9070 2.9420 -0.211
C 0.7524 -1.7878 3.9832 -0.115
C -0.5177 -1.2970 3.7328 -0.232
C -0.8428 -0.9259 2.4389 0.105
N 0.0383 -1.0256 1.4474 -0.619
H 3.6634 -1.7561 -3.0230 0.250
H 4.9996 -2.3985 -1.0156 0.244
H 3.9396 -2.2991 1.2287 0.239
H 1.2990 -1.0214 -2.6934 0.230
H 2.6537 -2.3068 3.1164 0.238
H 1.0322 -2.0889 4.9836 0.243
H -1.2518 -1.2069 4.5199 0.249
H -1.8216 -0.5474 2.1734 0.230
Cl -4.1109 4.1113 -2.2503 0.032
C -3.3799 2.5928 -1.8538 -0.073
C -4.0573 1.4274 -2.0603 -0.204
C -3.4920 0.1613 -1.7499 -0.258
I -4.5753 -1.5634 -2.0869 0.215
C -2.2272 0.0864 -1.2283 0.356
O -1.5537 -1.0028 -0.8882 -0.954
C -1.5368 1.3132 -1.0138 0.077
N -0.2916 1.1358 -0.4849 -0.631
C 0.4576 2.1917 -0.2471 0.092
C 0.0103 3.4936 -0.5163 -0.266
C -1.2437 3.6829 -1.0408 -0.105
C -2.0675 2.5714 -1.3102 -0.032
H -5.0550 1.4655 -2.4755 0.251
H 1.4429 2.0149 0.1686 0.208
H 0.6570 4.3329 -0.3068 0.242
H -1.6096 4.6789 -1.2524 0.248
```

## Properties
frontier orbital gap	6.56	eV
total charge	+1
E_tot	-1743.3861	hartree
max |F|	0.23	eV Å⁻¹
LUMO	-3.96	eV

# 3
A molecular structure, C19H12BrINPtSSbSe4, computed with wB97M-V/def2-TZVPD.

XYZ file:
```
41
Properties=species:S:1:pos:R:3:nbo_charge:R:1
Pt 0.3001 -0.3215 0.2827 0.529
S 4.4798 1.3993 0.3017 0.360
C 4.7089 -0.3299 0.2505 -0.240
C 5.9096 -1.0111 0.2479 -0.231
C 5.8738 -2.3945 0.2393 -0.213
C 4.6569 -3.0685 0.2394 -0.194
C 3.4633 -2.3821 0.2266 -0.201
C 3.4616 -0.9906 0.2153 0.184
N 2.3881 -0.1463 0.1719 -0.461
C 2.7487 1.1261 0.2236 0.109
C 1.7820 2.1603 0.2390 -0.127
C 2.1197 3.5175 0.2284 -0.203
C 1.1226 4.4652 0.2369 -0.253
C -0.2063 4.0562 0.2429 -0.198
C -0.5397 2.7073 0.2468 -0.265
C 0.4348 1.7141 0.2675 -0.187
H 6.8431 -0.4641 0.2561 0.202
H 6.7990 -2.9540 0.2394 0.203
H 4.6351 -4.1493 0.2484 0.265
H 2.5286 -2.9224 0.2312 0.275
H 3.1655 3.7970 0.2175 0.200
H 1.3683 5.5208 0.2388 0.197
H -0.9958 4.7979 0.2520 0.198
H -1.5921 2.4442 0.2490 0.208
Br -5.4720 -1.4510 1.5662 0.062
C -5.5597 -0.0630 0.2635 -0.139
C -6.8097 0.4009 -0.1155 -0.240
C -6.8905 1.4210 -1.0482 -0.245
C -5.7372 1.9686 -1.5893 -0.172
C -4.4957 1.4842 -1.2027 -0.269
C -4.4091 0.4655 -0.2758 -0.131
I -2.2832 -0.4715 0.3879 0.239
H -7.7012 -0.0334 0.3155 0.219
H -7.8607 1.7902 -1.3532 0.203
H -5.8091 2.7696 -2.3154 0.196
H -3.5939 1.9025 -1.6290 0.218
Se 2.6239 -6.1192 0.2345 -0.844
Sb 0.2511 -5.4006 0.2495 1.086
Se -0.0442 -2.7089 0.2211 -0.756
Se -0.8412 -6.2542 -1.7891 -0.788
Se -0.8240 -6.2723 2.2891 -0.797
```

## Properties
frontier orbital gap (spin up / spin down)	3.93 / 3.93	eV
total charge	-2
E_tot	-14021.2432	hartree
max |F|	2.56	eV Å⁻¹
LUMO (spin up / spin down)	2.79 / 2.79	eV

# 4
2 unconnected molecules or ions with the total composition C19H12Cl3O, computed with wB97M-V/def2-TZVPD.

XYZ file:
```
35
Properties=species:S:1:pos:R:3:nbo_charge:R:1
Cl 1.4292 -0.2827 1.0766 -0.169
C 2.9629 0.8461 0.0328 -0.119
Cl 4.4850 0.3916 0.7380 0.017
C 2.8095 0.2367 -1.3749 0.509
O 3.3988 -0.8001 -1.6899 -0.554
C 1.9105 0.9470 -2.3246 -0.158
C 1.4683 2.2831 -2.0517 0.029
C 0.6338 2.9039 -2.9803 -0.234
C 0.2396 2.2532 -4.1483 -0.194
C 0.7106 0.9638 -4.4269 -0.227
C 1.5694 0.3261 -3.5259 -0.142
C 1.9321 2.9164 -0.8280 -0.066
Cl 1.5544 4.5660 -0.5704 0.003
C 2.6588 2.2477 0.1119 -0.235
H 0.2855 3.9110 -2.8016 0.222
H -0.4365 2.7379 -4.8525 0.209
H 0.4338 0.4408 -5.3391 0.210
H 1.9794 -0.6668 -3.7245 0.239
H 2.9868 2.7655 0.9942 0.231
C -0.0618 -1.7089 2.7348 -0.324
C 0.0477 -3.1254 2.5712 -0.246
C -1.2086 -3.6387 2.1759 -0.302
C -2.1588 -2.5649 2.1423 -0.104
C -1.4388 -1.3640 2.5515 -0.010
C -2.1556 -0.1621 2.7005 -0.227
C -3.5181 -0.1248 2.4063 -0.266
C -4.1923 -1.2802 1.9573 -0.267
C -3.5254 -2.5002 1.8361 -0.210
H 0.6754 -1.0449 3.1692 0.223
H 0.9607 -3.7059 2.7002 0.200
H -1.4702 -4.6701 1.9466 0.192
H -1.6092 0.7194 3.0554 0.197
H -4.0667 0.8026 2.5235 0.192
H -5.2520 -1.2144 1.7045 0.189
H -4.0380 -3.4048 1.5099 0.191
```

## Properties
relative energy (zero: lowest compared OMol25 entry of this formula, charge and spin)	0.387	eV
frontier orbital gap	4.23	eV
total charge	-1
E_tot	-2187.0433	hartree
max |F|	2.15	eV Å⁻¹
LUMO	1.29	eV

# 5
A molecular structure, C19H12CoN3O4, computed with wB97M-V/def2-TZVPD.

XYZ file:
```
39
Properties=species:S:1:pos:R:3:nbo_charge:R:1
Co 0.5435 0.4187 -0.1284 1.322
O 0.4862 2.8004 3.1853 -0.583
C 0.5827 2.2094 2.0366 0.815
O 0.3069 1.0233 1.8294 -0.627
C 1.0749 3.0208 0.8997 0.065
C 1.4908 4.3278 0.8523 -0.146
C 1.9612 4.8133 -0.3792 -0.100
C 2.0160 3.9860 -1.4912 -0.149
C 1.5721 2.6782 -1.3486 0.126
N 1.1136 2.2477 -0.1886 -0.487
C 1.5533 1.5643 -2.3524 0.735
O 1.9211 1.6499 -3.4774 -0.441
O 1.1120 0.4029 -1.7960 -0.659
H 0.1724 2.1933 3.8768 0.537
H 1.4598 4.9512 1.7353 0.274
H 2.2952 5.8397 -0.4530 0.268
H 2.3935 4.3195 -2.4488 0.283
C -3.5472 -0.0417 -0.8929 -0.233
C -2.2909 0.5535 -0.7342 0.098
N -1.2452 -0.1605 -0.3522 -0.397
C -1.3918 -1.4900 -0.1344 0.224
C -2.5951 -2.1624 -0.2595 -0.075
C -3.7046 -1.3876 -0.6533 -0.055
C -2.6044 -3.5826 -0.0061 -0.159
C -1.4637 -4.2417 0.3081 -0.141
C -0.2056 -3.5426 0.4010 -0.055
C 1.0499 -4.1299 0.6602 -0.068
C 2.1765 -3.3419 0.6928 -0.228
C 2.0718 -1.9614 0.4771 0.115
N 0.8978 -1.4006 0.2464 -0.417
C -0.2083 -2.1756 0.1942 0.142
H -4.3777 0.5711 -1.2121 0.266
H -2.1400 1.6110 -0.9097 0.231
H -4.6724 -1.8574 -0.7778 0.256
H -3.5436 -4.1145 -0.0815 0.254
H -1.4775 -5.3089 0.4862 0.253
H 1.1222 -5.1989 0.8181 0.257
H 3.1527 -3.7670 0.8750 0.266
H 2.9420 -1.3172 0.5030 0.232
```

## Properties
frontier orbital gap (spin up / spin down)	6.94 / 6.95	eV
total charge	+2
E_tot	-2578.7590	hartree
max |F|	1.64	eV Å⁻¹
LUMO (spin up / spin down)	-8.59 / -8.57	eV

# 6
A molecular structure, C19H12N6O9Sn, computed with wB97M-V/def2-TZVPD.

XYZ file:
```
47
Properties=species:S:1:pos:R:3:nbo_charge:R:1
Sn 2.3547 -0.0430 -0.7182 1.550
O -3.4427 -1.6329 -0.8421 -0.652
C -2.8429 -2.3746 -1.7752 0.510
C -3.6307 -3.3078 -2.4434 -0.301
C -3.0654 -4.1543 -3.3696 -0.051
C -1.6913 -4.1096 -3.6770 -0.235
C -0.9080 -3.1750 -3.0752 -0.085
C -1.4688 -2.2551 -2.1352 -0.349
C -0.6309 -1.1919 -1.7653 0.712
O 0.5444 -0.9734 -1.9999 -0.657
N -1.3158 0.0143 -1.0541 0.062
N -1.0447 1.0286 -1.5812 0.095
C -0.7383 2.0961 -2.1680 0.069
C 0.4923 2.8671 -1.9272 0.119
C 0.4703 4.1832 -2.3487 -0.167
C 1.6175 4.9593 -2.2076 -0.107
C 2.7420 4.3671 -1.6779 -0.187
C 2.6808 3.0302 -1.2951 0.072
N 1.5848 2.2764 -1.3929 -0.519
H -2.8563 -1.4538 -0.0880 0.519
H -4.6761 -3.3746 -2.1766 0.261
H -3.6924 -4.8882 -3.8595 0.249
H -1.2718 -4.8021 -4.3919 0.253
H 0.1420 -3.0869 -3.3170 0.240
H -1.4716 2.4431 -2.8919 0.291
H -0.4285 4.5986 -2.7845 0.253
H 1.6236 5.9928 -2.5255 0.266
H 3.6699 4.9092 -1.5631 0.268
H 3.5717 2.5578 -0.8974 0.230
O 1.2451 0.6655 6.8398 -0.334
N 0.5826 -0.1751 6.2783 0.533
O -0.1440 -0.9924 6.7902 -0.327
C 0.6768 -0.2086 4.8017 0.003
C 1.4842 0.7021 4.1635 -0.098
C 1.5742 0.6306 2.7832 -0.079
C 0.8434 -0.2770 1.9903 0.453
O 0.8683 -0.2801 0.6748 -0.909
C 0.0307 -1.1629 2.7228 -0.061
C -0.0425 -1.1560 4.1011 -0.091
N -0.7907 -2.1617 2.0290 0.551
O -1.2520 -1.8460 0.9361 -0.465
O -1.0066 -3.1979 2.5915 -0.275
N 2.4822 1.5664 2.1474 0.555
O 2.6049 2.6669 2.5875 -0.233
O 3.1410 1.1653 1.1547 -0.526
H 2.0457 1.4323 4.7311 0.296
H -0.6609 -1.8720 4.6264 0.301
```

## Properties
relative energy (zero: lowest compared OMol25 entry of this formula, charge and spin)	0.000	eV
frontier orbital gap	6.72	eV
total charge	+2
E_tot	-1950.3375	hartree
max |F|	0.30	eV Å⁻¹
LUMO	-8.21	eV

# 7
A molecular structure, C19H13AuBrF6N2O2P, computed with wB97M-V/def2-TZVPD.

XYZ file:
```
45
Properties=species:S:1:pos:R:3:lowdin_spin:R:1
Au -0.3358 0.7388 0.9653 0.690
Br 2.6249 2.1080 0.9513 0.002
C 2.3428 1.0333 -0.5538 0.006
C 3.3366 0.9148 -1.5221 0.004
C 3.1102 0.0880 -2.6010 -0.004
C 1.9035 -0.6013 -2.6903 0.011
C 0.9721 -0.4127 -1.6971 0.017
N 1.1847 0.3961 -0.6492 0.132
C -0.3481 -1.1160 -1.7347 0.037
O -0.5506 -1.9678 -2.6871 0.765
O -1.2624 -0.9663 -0.9477 0.160
H 4.2587 1.4657 -1.4096 0.001
H 3.8635 -0.0244 -3.3689 0.000
H 1.6863 -1.2616 -3.5191 0.006
F -0.8669 2.6331 0.2353 0.063
P -1.8209 3.4402 1.5628 0.000
F -1.6614 4.7823 0.7820 0.003
F -2.6239 3.9766 2.7800 0.003
F -1.8290 1.8456 2.2177 0.070
F -3.0908 3.0079 0.7392 0.001
F -0.4072 3.6046 2.2702 -0.001
N 0.0320 -1.0473 1.8158 0.805
C 0.0711 -2.3063 1.7489 0.110
C 1.1569 -2.8700 0.8923 0.051
C 2.4400 -2.3300 0.9477 0.005
C 3.4232 -2.8188 0.1025 0.001
C 3.1211 -3.8271 -0.8049 0.001
C 1.8378 -4.3551 -0.8658 0.005
C 0.8507 -3.8841 -0.0131 0.006
C -0.8919 -3.1630 2.4564 0.039
C -2.1645 -2.6707 2.7557 0.005
C -3.0624 -3.4705 3.4357 0.002
C -2.6884 -4.7506 3.8298 -0.003
C -1.4201 -5.2369 3.5432 0.003
C -0.5179 -4.4477 2.8507 0.001
H 2.6659 -1.5549 1.6699 0.000
H 4.4295 -2.4255 0.1631 0.000
H 3.8928 -4.2143 -1.4573 0.000
H 1.6072 -5.1453 -1.5677 0.001
H -0.1502 -4.2953 -0.0501 0.000
H -2.4520 -1.6767 2.4366 0.003
H -4.0534 -3.1003 3.6586 0.000
H -3.3923 -5.3725 4.3665 0.000
H -1.1336 -6.2294 3.8621 0.000
H 0.4760 -4.8162 2.6354 0.000
```

## Properties
relative energy (zero: lowest compared OMol25 entry of this formula, charge and spin)	0.060	eV
frontier orbital gap (spin up / spin down)	8.31 / 5.84	eV
total charge	+1
2S+1	4
E_tot	-4641.8903	hartree
max |F|	0.16	eV Å⁻¹
LUMO (spin up / spin down)	-4.44 / -6.86	eV

# 8
A molecular structure, C19H13BeF6N6O4S2, computed with wB97M-V/def2-TZVPD.

XYZ file:
```
51
Properties=species:S:1:pos:R:3:nbo_charge:R:1
Be 0.1489 0.6600 -0.3653 1.684
C -0.3378 -4.4266 2.5568 -0.158
C -1.1069 -3.5666 3.3365 -0.197
C -1.2209 -2.2333 2.9962 -0.208
C -0.5609 -1.7646 1.8598 0.124
C 0.2032 -2.6218 1.0735 -0.196
C 0.3183 -3.9553 1.4290 -0.199
N -0.6401 -0.4150 1.4346 -0.219
N -1.1551 0.3835 2.2301 -0.165
C -1.2248 1.6984 1.6997 0.315
C -1.8165 2.6636 2.4858 -0.212
C -1.9231 3.9526 1.9859 -0.109
C -1.4419 4.2157 0.7155 -0.223
C -0.8552 3.1917 -0.0064 0.082
N -0.7322 1.9458 0.4730 -0.676
H -0.2517 -5.4688 2.8333 0.232
H -1.6175 -3.9428 4.2123 0.233
H -1.8158 -1.5551 3.5909 0.240
H 0.7265 -2.2333 0.2115 0.221
H 0.9227 -4.6238 0.8314 0.230
H -2.1780 2.3849 3.4648 0.257
H -2.3781 4.7347 2.5783 0.246
H -1.5072 5.2005 0.2771 0.251
H -0.4670 3.3698 -0.9971 0.241
F 3.0691 0.3602 -3.0561 -0.315
C 2.9062 1.6706 -3.2704 0.742
F 2.1195 1.8462 -4.3200 -0.290
F 4.0755 2.2366 -3.4713 -0.277
S 2.0944 2.3956 -1.7812 2.264
O 0.8305 1.6332 -1.7156 -1.080
O 1.9766 3.7938 -1.9824 -0.863
N 3.0551 2.0345 -0.6036 -1.204
S 2.9543 0.7438 0.2668 2.262
O 4.0349 -0.1646 0.1700 -0.845
O 1.6069 0.1211 0.1850 -1.110
C 2.9522 1.4452 1.9711 0.747
F 4.0726 2.0954 2.1968 -0.277
F 1.9126 2.2749 2.0945 -0.314
F 2.8135 0.4466 2.8293 -0.290
N -3.2434 -3.9687 -4.5331 -0.197
C -2.7017 -3.2077 -3.8667 0.226
C -2.0232 -2.2578 -3.0265 -0.058
C -0.6595 -2.0337 -3.1768 -0.189
C -0.0503 -1.1151 -2.3476 0.071
N -0.7212 -0.4473 -1.4010 -0.649
C -2.0337 -0.6658 -1.2611 0.082
C -2.7263 -1.5552 -2.0536 -0.201
H -0.0860 -2.5616 -3.9244 0.259
H 1.0066 -0.9031 -2.4307 0.235
H -2.5372 -0.1073 -0.4832 0.220
H -3.7870 -1.7039 -1.9154 0.259
```

## Properties
relative energy (zero: lowest compared OMol25 entry of this formula, charge and spin)	0.000	eV
frontier orbital gap	7.79	eV
total charge	+1
E_tot	-2771.5462	hartree
max |F|	0.14	eV Å⁻¹
LUMO	-4.59	eV